Formula: C54H55As2BrHfN2S4
Source: OMol25
Level of theory: ωB97M-V/def2-TZVPD

Structure (XYZ):
```
119
C54H55As2BrHfN2S4 ωB97M-V/def2-TZVPD
Hf 0.51304 -0.62882 0.37000
C 2.21512 0.66241 5.40880
C 1.78405 0.94613 3.96499
C 0.94670 2.23089 3.94567
C 2.98550 1.01622 3.02983
C 3.89325 2.05184 3.22000
C 4.99030 2.21848 2.39455
C 5.20226 1.31170 1.37215
C 4.33934 0.24095 1.15391
C 4.72516 -0.73679 0.05453
C 3.75587 -0.77613 -1.12752
C 4.96397 -2.15073 0.58976
C 3.20621 0.10188 1.97719
N 2.25665 -0.91386 1.66929
C 1.91884 -1.82709 2.66555
C 0.69387 -2.43749 2.65576
N -0.26253 -2.05397 1.72064
C -1.41043 -2.87951 1.54578
C -1.28499 -4.16976 1.01918
C -2.43258 -4.94944 0.89739
C -3.67424 -4.45988 1.25870
C -3.78623 -3.16362 1.73989
C -2.66631 -2.35723 1.88893
C -2.79262 -0.96484 2.47610
C -2.60126 -1.02124 3.99402
C -4.09941 -0.26900 2.10958
C 0.03907 -4.73052 0.52963
C -0.03963 -5.07153 -0.96072
C 0.48362 -5.95937 1.32657
C 0.60370 -3.36201 3.80078
C -0.35414 -4.16587 4.35464
C -0.02340 -4.90602 5.52984
C 1.21124 -4.84970 6.11962
C 2.22252 -4.01175 5.56222
C 3.55215 -3.82280 6.04314
C 4.39944 -2.97345 5.38139
C 4.00289 -2.23552 4.22596
C 2.72562 -2.38655 3.76201
C 1.87241 -3.29932 4.43647
H 1.33412 0.54748 6.04439
H 2.80623 1.49565 5.79998
H 2.81266 -0.24426 5.49335
H 1.13867 0.12982 3.63738
H 1.56292 3.10945 4.14990
H 0.17649 2.17691 4.71918
H 0.46148 2.38444 2.98472
H 3.71717 2.76236 4.01941
H 5.67072 3.04809 2.54520
H 6.06642 1.42114 0.72513
H 5.68331 -0.36710 -0.32685
H 2.85391 -1.31065 -0.83113
H 4.18829 -1.32891 -1.96547
H 3.47948 0.21921 -1.47878
H 4.03743 -2.58766 0.96289
H 5.69065 -2.14981 1.40528
H 5.34785 -2.79386 -0.20674
H -2.35001 -5.95274 0.49493
H -4.55877 -5.07360 1.13928
H -4.76375 -2.76972 1.98468
H -1.97701 -0.35946 2.07214
H -3.36490 -1.66026 4.44718
H -2.68929 -0.02246 4.42947
H -1.62235 -1.42599 4.25938
H -4.95277 -0.71249 2.63039
H -4.29884 -0.30060 1.03725
H -4.05166 0.78313 2.39775
H 0.79825 -3.95533 0.65207
H -0.76872 -5.86527 -1.14129
H 0.93313 -5.41751 -1.31986
H -0.32790 -4.19858 -1.54609
H -0.26385 -6.75483 1.25955
H 0.63472 -5.72958 2.38142
H 1.42332 -6.34721 0.92545
H -1.34177 -4.25953 3.92030
H -0.78630 -5.54319 5.96172
H 1.42262 -5.43660 7.00644
H 3.88642 -4.34856 6.93060
H 5.40837 -2.83771 5.75347
H 4.70363 -1.55805 3.75364
S -5.19110 1.44013 -1.24135
As -4.02573 0.88416 -2.91448
S -1.49742 -0.56618 -1.15520
S 0.31307 -1.39363 -1.92809
S -4.90335 -0.65910 -4.01725
C -0.66611 7.04478 -6.01104
C -1.79405 6.45421 -5.45315
C -1.66409 5.35522 -4.61944
C -0.40668 4.82857 -4.32155
C 0.71440 5.41661 -4.89527
C 0.58571 6.51918 -5.73457
As -0.35955 3.27072 -3.11055
C -1.06180 4.24284 -1.57337
C -2.06823 3.59727 -0.86472
C -2.65171 4.21103 0.23662
C -2.22152 5.46443 0.63842
C -1.23199 6.12608 -0.08223
C -0.66287 5.52144 -1.19233
C 1.57987 3.24161 -2.81857
C 2.28590 2.37583 -3.64961
C 3.66156 2.22761 -3.52225
C 4.34686 2.94045 -2.55068
C 3.64976 3.79550 -1.70759
C 2.27735 3.94632 -1.84273
H -0.76561 7.90750 -6.65901
H -2.77950 6.84899 -5.66960
H -2.55131 4.90499 -4.18632
H 1.70077 5.02202 -4.68179
H 1.47243 6.96793 -6.16765
H -2.41535 2.61384 -1.15955
H -3.44218 3.69060 0.76241
H -2.65874 5.93531 1.51128
H -0.90761 7.11550 0.21948
H 0.08209 6.05517 -1.77275
H 1.75320 1.79392 -4.39425
H 4.18863 1.53355 -4.16609
H 5.41676 2.81436 -2.43402
H 4.17151 4.33040 -0.92318
H 1.74466 4.58191 -1.14822
Br 0.74662 1.93385 0.36239
```

Calculated values
Net charge   -2
Highest occupied orbital energy   -1.9 eV
Relative energy (zero: lowest compared OMol25 entry of this formula, charge and spin)   3.06 kcal/mol
LUMO level   3.66 eV
Orbital gap   0.20442 Eh